# 1
{
  "formula": "C29H30N2OS",
  "method": "the ωB97M-V functional and the def2-TZVPD basis",
  "homo_ev": -8.44,
  "total_charge": 0,
  "homo_lumo_gap_ev": 8.0,
  "symbols": ["C", "C", "C", "O", "C", "C", "C", "C", "C", "C", "C", "C", "C", "C", "C", "C", "N", "S", "N", "C", "C", "H", "H", "H", "H", "H", "H", "H", "H", "H", "H", "H", "H", "H", "H", "H", "H", "H", "H", "C", "C", "C", "C", "C", "C", "H", "H", "H", "H", "H", "H", "C", "C", "C", "C", "C", "C", "H", "H", "H", "H", "H", "H"],
  "xyz": [[-5.563, 7.589, -2.134], [-4.021, 7.553, -2.319], [-3.526, 6.477, -3.338], [-2.715, 5.537, -2.608], [-2.813, 4.250, -3.060], [-1.544, 3.564, -3.356], [-1.478, 2.259, -3.777], [-0.057, 1.670, -4.001], [0.694, 1.834, -2.652], [1.803, 2.676, -2.476], [2.377, 2.777, -1.193], [1.871, 2.080, -0.087], [2.448, 2.204, 1.325], [0.761, 1.210, -0.271], [0.190, 1.110, -1.549], [-2.688, 1.476, -3.964], [-2.764, 0.200, -4.337], [-4.390, -0.092, -4.334], [-4.965, 1.347, -3.881], [-3.940, 2.193, -3.662], [-3.990, 3.550, -3.214], [-6.041, 6.594, -2.110], [-6.083, 8.250, -2.856], [-5.762, 8.047, -1.141], [-3.633, 8.563, -2.551], [-3.592, 7.292, -1.330], [-2.886, 7.016, -4.072], [-4.345, 6.018, -3.916], [-0.605, 4.122, -3.233], [-0.115, 0.578, -4.171], [0.476, 2.181, -4.820], [2.176, 3.241, -3.339], [3.231, 3.455, -1.038], [3.465, 2.641, 1.354], [1.807, 2.919, 1.881], [2.509, 1.229, 1.836], [0.374, 0.677, 0.606], [-0.686, 0.451, -1.656], [-4.945, 4.033, -2.971], [2.087, -3.388, 5.013], [1.780, -2.050, 5.224], [1.476, -1.229, 4.146], [1.470, -1.748, 2.858], [1.773, -3.087, 2.648], [2.086, -3.906, 3.724], [2.327, -4.027, 5.854], [1.778, -1.647, 6.229], [1.243, -0.183, 4.310], [1.229, -1.109, 2.017], [1.767, -3.492, 1.643], [2.327, -4.949, 3.560], [2.601, -10.027, 4.195], [3.097, -8.889, 4.816], [3.636, -7.860, 4.054], [3.669, -7.966, 2.670], [3.169, -9.102, 2.048], [2.638, -10.135, 2.811], [2.184, -10.830, 4.790], [3.066, -8.804, 5.896], [4.030, -6.975, 4.539], [4.085, -7.161, 2.075], [3.193, -9.184, 0.969], [2.253, -11.023, 2.326]],
  "nbo_charge": [-0.615, -0.426, -0.070, -0.510, 0.344, -0.258, 0.100, -0.471, -0.023, -0.230, -0.204, -0.025, -0.635, -0.227, -0.153, 0.038, -0.591, 0.897, -0.632, 0.186, -0.345, 0.206, 0.207, 0.212, 0.207, 0.223, 0.179, 0.189, 0.230, 0.241, 0.227, 0.215, 0.210, 0.218, 0.221, 0.220, 0.209, 0.206, 0.233, -0.213, -0.218, -0.223, -0.162, -0.232, -0.213, 0.212, 0.212, 0.210, 0.197, 0.214, 0.216, -0.211, -0.212, -0.221, -0.204, -0.216, -0.211, 0.213, 0.213, 0.213, 0.212, 0.213, 0.213]
}

# 2
{
  "formula": "C29H30N3PPt",
  "method": "the ωB97M-V functional and the def2-TZVPD basis",
  "homo_ev": -6.69,
  "total_charge": 0,
  "homo_lumo_gap_ev": 6.7,
  "symbols": ["Pt", "N", "C", "C", "C", "N", "H", "H", "H", "H", "H", "H", "H", "H", "H", "H", "C", "C", "C", "C", "C", "C", "P", "C", "C", "C", "C", "C", "C", "C", "C", "C", "C", "C", "C", "H", "H", "H", "H", "H", "H", "H", "H", "H", "H", "H", "H", "H", "H", "C", "C", "C", "C", "C", "C", "C", "C", "N", "H", "H", "H", "H", "H", "H"],
  "xyz": [[-0.815, 0.245, 0.558], [-1.948, 1.048, 2.753], [-0.965, 1.775, 3.563], [0.154, 0.884, 4.091], [1.104, 0.299, 3.050], [0.432, -0.656, 2.156], [-2.696, 1.668, 2.458], [-2.389, 0.303, 3.283], [-1.450, 2.280, 4.405], [-0.522, 2.549, 2.930], [-0.280, 0.079, 4.697], [0.765, 1.479, 4.774], [1.938, -0.180, 3.573], [1.517, 1.092, 2.425], [-0.086, -1.331, 2.710], [1.114, -1.189, 1.622], [2.582, -4.246, 1.404], [3.320, -3.203, 0.861], [2.721, -2.307, -0.016], [1.374, -2.436, -0.355], [0.644, -3.486, 0.202], [1.243, -4.390, 1.069], [0.482, -1.265, -1.459], [1.015, -1.952, -3.096], [1.550, -3.222, -3.293], [1.843, -3.679, -4.573], [1.611, -2.872, -5.675], [1.073, -1.604, -5.493], [0.771, -1.155, -4.217], [1.424, 0.268, -1.279], [2.581, 0.662, -1.942], [3.142, 1.899, -1.653], [2.548, 2.719, -0.702], [1.397, 2.318, -0.030], [0.811, 1.089, -0.313], [3.050, -4.944, 2.087], [4.365, -3.087, 1.117], [3.300, -1.490, -0.430], [-0.408, -3.583, -0.043], [0.662, -5.202, 1.489], [1.747, -3.866, -2.445], [2.261, -4.669, -4.705], [1.846, -3.226, -6.670], [0.884, -0.966, -6.347], [0.343, -0.166, -4.086], [3.032, 0.017, -2.688], [4.034, 2.227, -2.171], [2.978, 3.690, -0.489], [0.953, 2.986, 0.701], [-2.065, 0.970, -0.893], [-3.031, 1.862, -0.213], [-2.741, 3.219, -0.011], [-3.580, 4.030, 0.726], [-4.749, 3.504, 1.283], [-5.071, 2.165, 1.069], [-4.223, 1.362, 0.325], [-5.607, 4.334, 2.080], [-6.289, 4.995, 2.729], [-1.518, 1.496, -1.678], [-2.541, 0.079, -1.313], [-1.827, 3.623, -0.428], [-3.342, 5.074, 0.877], [-5.988, 1.764, 1.482], [-4.480, 0.322, 0.159]],
  "nbo_charge": [0.613, -0.852, -0.215, -0.415, -0.218, -0.822, 0.392, 0.363, 0.184, 0.199, 0.191, 0.226, 0.186, 0.215, 0.379, 0.410, -0.218, -0.215, -0.247, -0.244, -0.255, -0.208, 0.830, -0.241, -0.252, -0.207, -0.223, -0.197, -0.246, -0.464, -0.145, -0.258, -0.201, -0.291, -0.155, 0.216, 0.217, 0.228, 0.224, 0.215, 0.212, 0.211, 0.212, 0.211, 0.215, 0.211, 0.212, 0.210, 0.207, -0.677, -0.010, -0.187, -0.164, -0.232, -0.179, -0.200, 0.285, -0.327, 0.211, 0.210, 0.214, 0.223, 0.225, 0.208]
}

# 3
{
  "formula": "C29H31BrO5",
  "method": "the ωB97M-V functional and the def2-TZVPD basis",
  "homo_ev": -9.58,
  "total_charge": 0,
  "homo_lumo_gap_ev": 8.7,
  "smiles": "C#C[C@@]1(Br)OC(=O)[C@H](CCCO)[C@]1(CC)[C@H](C)CC.O=C1c2ccccc2C(=O)c2ccccc21",
  "symbols": ["C", "C", "C", "Br", "O", "C", "O", "C", "C", "C", "C", "O", "C", "C", "C", "C", "C", "C", "C", "H", "H", "H", "H", "H", "H", "H", "H", "H", "H", "H", "H", "H", "H", "H", "H", "H", "H", "H", "H", "H", "H", "H", "O", "C", "C", "C", "C", "C", "C", "C", "C", "O", "C", "C", "C", "C", "C", "C", "H", "H", "H", "H", "H", "H", "H", "H"],
  "xyz": [[-0.056, 4.167, 2.639], [0.374, 3.213, 1.827], [0.931, 2.082, 0.832], [0.265, 0.408, 1.689], [0.164, 2.384, -0.397], [0.857, 2.258, -1.681], [0.482, 2.584, -2.844], [2.245, 1.538, -1.183], [1.866, -0.026, -1.382], [2.654, -0.671, -2.674], [3.923, -1.576, -2.263], [3.512, -2.617, -1.333], [2.449, 2.161, 0.284], [2.744, 3.762, 0.108], [3.881, 4.109, -0.985], [3.683, 1.700, 1.214], [3.982, 0.113, 1.236], [3.521, 2.144, 2.791], [5.037, 2.578, 3.263], [-0.656, 5.030, 3.106], [3.021, 1.716, -2.011], [1.976, -0.683, -0.446], [0.737, -0.095, -1.678], [2.954, 0.116, -3.456], [1.887, -1.387, -3.185], [4.734, -0.858, -1.825], [4.415, -2.017, -3.227], [4.095, -2.635, -0.535], [3.087, 4.266, 1.104], [1.796, 4.363, -0.208], [4.842, 3.475, -0.898], [3.514, 3.980, -2.083], [4.200, 5.210, -0.831], [4.667, 2.208, 0.842], [4.107, -0.365, 0.198], [4.939, -0.145, 1.850], [3.101, -0.384, 1.820], [3.162, 1.262, 3.457], [2.886, 3.098, 2.918], [5.820, 1.896, 2.761], [5.137, 2.662, 4.404], [5.228, 3.648, 2.830], [-6.854, -2.108, -2.169], [-6.044, -2.380, -1.297], [-4.866, -1.514, -1.071], [-4.692, -0.366, -1.849], [-3.608, 0.474, -1.616], [-2.695, 0.174, -0.607], [-2.855, -0.978, 0.158], [-3.938, -1.828, -0.077], [-4.090, -3.059, 0.728], [-3.250, -3.361, 1.560], [-5.278, -3.914, 0.516], [-5.452, -5.060, 1.296], [-6.583, -5.852, 1.127], [-7.544, -5.503, 0.180], [-7.368, -4.370, -0.608], [-6.230, -3.575, -0.445], [-5.403, -0.124, -2.633], [-3.477, 1.369, -2.218], [-1.856, 0.838, -0.418], [-2.137, -1.209, 0.939], [-4.708, -5.335, 2.039], [-6.718, -6.741, 1.737], [-8.432, -6.117, 0.056], [-8.120, -4.106, -1.346]],
  "nbo_charge": [-0.226, -0.069, 0.203, 0.071, -0.584, 0.845, -0.545, -0.359, -0.433, -0.427, -0.073, -0.737, -0.047, -0.424, -0.634, -0.229, -0.643, -0.422, -0.623, 0.281, 0.259, 0.254, 0.229, 0.215, 0.222, 0.161, 0.183, 0.480, 0.230, 0.236, 0.207, 0.218, 0.227, 0.227, 0.209, 0.221, 0.222, 0.222, 0.229, 0.206, 0.222, 0.202, -0.527, 0.546, -0.152, -0.151, -0.195, -0.189, -0.177, -0.058, 0.505, -0.528, -0.053, -0.183, -0.192, -0.195, -0.150, -0.151, 0.238, 0.224, 0.229, 0.236, 0.240, 0.219, 0.219, 0.239]
}